1.
The following is a quantum chemistry calculation of 7 unconnected molecules or ions with the total composition C18H28B4BrO26P in a non-equilibrium geometry, from the OMol25 dataset.

Output
Structure (SMILES): O=P(O)(O)B1OB(Br)OB(B(O)O)O1.O=C1OCCO1.O=C1OCCO1.O=C1OCCO1.O=C1OCCO1.O=C1OCCO1.O=C1OCCO1

Element x y z (Å)
C -4.187 10.987 4.849
O -3.441 -0.633 -1.590
O -0.774 0.347 7.845
C 0.244 -0.948 -4.117
O 3.430 -6.151 -7.959
H 3.694 -5.012 -9.670
O 0.077 -6.161 -3.180
P -1.964 -1.491 -1.241
H 0.410 0.125 -3.968
O -1.446 6.643 3.829
O -1.741 -2.965 -2.143
O 5.129 -5.221 -6.809
H -1.988 9.456 4.092
O -1.398 -3.241 1.144
H 5.882 -5.023 -8.705
O -0.706 -0.498 -1.400
H -3.143 8.108 4.233
C 2.194 -5.729 -3.915
O -4.864 11.977 4.629
H 0.855 -3.147 7.611
C 0.881 -1.875 5.861
C 1.895 -1.755 -5.387
H 2.980 -4.176 -8.268
O 0.013 5.643 2.433
H -3.077 5.486 3.282
H -0.901 -0.453 -5.883
C -0.135 6.520 3.470
C -0.280 -1.259 -5.481
H -0.851 -2.194 -5.506
H 5.261 -3.518 -7.982
H 0.398 -5.543 -5.108
O -3.554 10.732 6.032
O -1.199 1.704 1.519
H 0.595 -2.748 5.268
C -3.074 9.402 5.962
O -3.961 9.990 3.944
H 2.728 -5.190 -4.702
C 4.204 -6.225 -6.836
B -2.019 -1.973 0.621
H -3.310 0.273 -1.136
O 4.086 -7.077 -5.971
B -0.237 -2.717 1.947
O -0.241 -1.050 6.113
H 2.432 -2.389 7.276
O 0.786 7.115 4.005
O -0.559 -1.837 3.097
B -1.194 0.864 2.760
H -0.410 -1.320 -3.324
O 1.888 -4.867 -2.835
H 2.827 -6.544 -3.549
O 0.954 -1.140 8.020
O 3.004 -2.132 -5.727
C 5.094 -4.594 -8.077
H -1.228 4.051 2.790
H -1.427 4.815 1.193
H -3.799 8.739 6.444
C -2.961 9.154 4.493
C 0.670 -5.251 -2.353
C -0.081 -0.536 7.368
C 3.725 -4.915 -8.581
C 0.851 -6.206 -4.364
O -1.018 1.443 4.116
H 1.628 -1.297 5.306
C 1.349 -2.246 7.231
H -2.553 6.717 2.105
H -0.278 1.554 1.111
H 0.884 -7.222 -4.767
H -0.553 0.771 4.706
O 1.494 -1.611 -4.090
C -1.237 5.005 2.253
O 0.895 -1.420 -6.253
B -1.451 -0.760 2.539
O 0.176 -4.836 -1.318
H -2.112 9.310 6.475
Br 1.606 -3.233 1.333
C -2.208 5.980 2.838
H -1.017 -3.468 -1.637
O -2.642 -1.113 1.688

Atomic forces in eV per Å
C -1.4 2.1 -0.5
O 2.9 -0.7 1.1
O 1.6 -2.1 -1.2
C -0.9 0.4 0.7
O 0.5 -0.4 1.0
H -0.1 -0.2 0.2
O 0.2 0.9 1.2
P 2.9 2.6 -1.9
H 0.0 -0.1 0.0
O 1.0 -0.1 0.0
O -0.6 3.1 2.3
O -0.8 -1.0 0.3
H -0.1 -0.1 0.1
O 1.9 4.6 -0.2
H -0.1 0.0 0.1
O -4.5 -3.4 1.0
H -0.1 0.4 0.0
C 1.1 -0.3 -0.7
O 1.5 -2.2 0.5
H 0.0 0.1 0.0
C 0.5 -0.6 -1.0
C 1.8 -0.5 -0.2
H 0.1 0.0 0.0
O 0.1 0.9 0.8
H 0.2 0.2 0.1
H 0.2 -0.2 -0.1
C 2.2 1.1 1.0
C -1.0 0.1 -0.2
H 0.0 0.0 0.0
H 0.0 -0.2 0.2
H 0.0 0.0 0.1
O -0.5 0.4 -0.8
O 2.0 -1.8 2.3
H -0.1 0.3 0.1
C 0.5 -0.7 0.9
O -0.4 0.8 0.5
H -0.1 0.0 0.4
C 0.0 -1.4 1.4
B -1.3 -1.8 4.2
H -0.1 -1.9 -1.0
O 0.1 1.8 -1.7
B -1.8 -0.5 0.5
O -0.2 0.5 0.6
H -0.2 0.1 0.1
O -2.2 -1.3 -1.2
O -0.5 0.4 -4.5
B 0.6 3.3 1.3
H 0.6 0.2 -0.4
O -1.5 -0.1 1.0
H -0.1 0.1 -0.1
O -0.8 0.7 -0.4
O -2.2 0.6 0.5
C 0.7 0.8 -0.5
H 0.0 0.1 -0.1
H 0.2 0.0 0.2
H 0.0 0.1 -0.1
C 0.5 -0.8 -0.5
C -0.1 0.4 0.7
C -1.4 2.0 1.5
C -0.6 0.7 -0.9
C -0.1 -0.5 -1.1
O 0.7 -2.0 -3.0
H -0.1 -0.1 0.0
C 0.7 -0.9 0.3
H 0.0 0.0 0.0
H -2.0 0.4 0.6
H -0.1 0.2 0.2
H -1.3 1.0 -0.8
O 0.7 -0.4 -1.2
C -0.3 -1.1 -0.5
O 1.1 -0.3 0.3
B -1.2 -3.0 0.1
O 0.6 -0.4 -1.7
H -0.2 0.2 0.0
Br -1.9 0.6 1.0
C -1.1 0.0 -0.3
H -0.8 0.3 -0.6
O 4.7 -1.2 -1.6

Atom charges from the Mulliken analysis, given in e for atoms 1 to 4: number 1, C, carries 0.60; number 2, O, carries -0.56; number 3, O, carries -0.55; number 4, C, carries 0.50

---

2.
The following is a quantum chemistry calculation of a molecular structure, C18H28BBa2Br14O8 in a non-equilibrium geometry, from the OMol25 dataset.

Output
Charge: +3
Energy relative to the best compared isomer or geometry (same formula, charge and spin) in kcal per mole: 279.7

Element x y z (Å)
H -7.628 6.258 -1.501
C -0.616 -10.607 -3.132
Br -7.412 4.736 1.169
H -0.842 -12.769 -3.310
H 7.144 1.223 -1.844
Br 6.499 -0.212 0.195
H -0.689 2.427 6.703
C -0.105 8.835 2.564
O 0.614 -2.670 1.001
Br -2.535 8.921 4.023
H -6.268 7.045 0.457
C 6.168 -4.220 -3.673
O 0.849 1.771 1.634
O 0.011 -4.002 -2.096
C -1.048 0.243 1.130
O 1.030 -0.293 0.562
H -4.561 -1.004 -5.849
H 4.235 -4.247 -4.397
Br 1.374 -10.687 -3.597
C 0.486 -3.697 0.306
H -0.449 9.820 2.247
H 5.659 1.827 -1.087
O -1.148 -0.926 0.644
H -0.413 8.077 1.844
H -7.775 7.381 1.314
Br 5.235 -2.161 -5.434
H -3.197 -1.768 -5.030
Br -4.945 -0.626 -3.299
O 0.453 -4.854 0.762
C 6.678 1.491 -0.896
Br -2.402 0.635 -7.008
H -0.620 7.202 3.866
C 7.621 2.555 -0.236
H -2.312 0.453 -4.455
Br 0.429 3.976 8.434
Br 1.917 0.968 9.062
Br 1.781 9.107 2.797
H -8.167 7.836 -0.978
C -8.103 6.790 -0.677
Br 0.119 -12.211 -0.999
Br 5.789 -5.742 -2.367
Br -9.992 6.113 -0.600
Ba -0.501 -9.140 4.118
H 4.515 -2.993 -3.103
H -0.063 8.576 4.753
O 0.094 -1.968 -1.132
H -0.801 1.996 8.410
H 0.442 0.336 7.147
H 8.563 2.083 0.045
H -1.089 -10.350 -4.080
H -3.891 1.162 -5.071
C -0.120 2.329 7.627
C -7.285 6.691 0.626
C 4.884 -3.458 -4.018
C 0.896 1.297 7.392
H -0.782 -9.757 -2.471
H -1.936 -11.930 -2.159
C 0.420 0.726 1.117
Ba -6.290 -0.961 2.632
B 0.190 -1.470 0.241
O -2.027 0.901 1.561
H 1.594 1.608 6.616
C -3.102 0.422 -5.205
C -0.644 8.292 3.876
C 0.215 -3.212 -1.120
C -3.866 -0.907 -5.015
H 6.611 -4.715 -4.538
Br 7.920 4.175 -1.455
H 7.171 2.900 0.695
H 6.949 -3.653 -3.166
C -0.928 -11.971 -2.573

Atomic forces in eV per Å
H -0.2 -0.1 0.2
C 1.7 0.1 -1.0
Br 0.6 1.3 0.2
H 0.3 0.0 0.4
H -0.2 -0.4 0.1
Br 0.3 1.3 -0.6
H 0.0 0.7 0.0
C -0.5 -0.1 0.3
O 0.1 3.5 2.6
Br 0.7 -0.5 0.2
H 0.1 -0.7 0.1
C 0.4 -0.3 0.3
O -1.2 -3.7 -2.1
O 0.9 2.9 3.6
C -3.0 3.9 1.9
O 1.8 -0.6 -0.8
H -0.4 -0.1 0.5
H -0.5 0.6 -0.1
Br -1.2 0.6 0.0
C -0.6 -4.8 -0.5
H -0.3 -0.3 0.4
H 0.2 0.1 0.3
O -0.3 -2.4 -0.5
H 0.7 0.3 -0.5
H 0.1 -0.8 0.7
Br -0.1 -0.3 0.5
H -0.3 -0.1 0.8
Br 0.7 -0.6 -1.0
O 0.1 1.9 -1.1
C 0.9 0.5 -0.1
Br -0.1 -0.3 0.5
H -0.4 0.1 -0.1
C -1.1 -0.5 0.1
H 0.0 0.5 -0.3
Br 0.3 0.5 -0.5
Br -0.2 -0.2 -0.6
Br 0.6 -0.4 -0.4
H -0.2 0.0 0.2
C 0.1 -0.2 -0.2
Br 0.4 -0.7 0.9
Br 0.0 1.0 -0.8
Br 1.2 0.6 0.1
Ba 0.4 -0.1 -0.3
H -0.3 0.2 -0.5
H -0.5 0.5 -0.1
O 0.1 3.7 0.3
H -0.2 -0.3 -0.3
H 0.0 0.2 -0.1
H 0.2 0.3 -0.5
H -0.1 -0.5 0.0
H 0.7 0.5 0.0
C -1.7 -0.3 0.9
C -1.7 -0.2 -1.2
C 1.0 -1.3 0.5
C 1.6 -0.3 0.5
H 0.3 -0.3 0.2
H -0.2 -0.3 -0.4
C 0.1 2.3 1.9
Ba 0.4 0.7 -0.4
B 0.2 1.6 0.5
O 1.9 -1.7 -0.7
H 0.2 -0.2 0.2
C -1.0 -0.8 0.5
C -0.4 0.3 0.2
C -1.0 -7.2 -4.6
C 0.3 1.0 -0.8
H -0.2 0.0 0.1
Br -0.3 -1.7 1.1
H 0.0 0.4 -0.3
H -0.3 0.1 -0.1
C -1.3 1.2 -0.1

Atom charges from the Mulliken analysis, given in e for atoms 1 to 4: number 1, H, carries 0.40; number 2, C, carries -0.67; number 3, Br, carries -0.17; number 4, H, carries 0.37

---

HOMO-LUMO gap (eV)
9.51 1.97
Lowest unoccupied orbital energy (hartree)
-0.0460 -0.4089